Run i
DFT (wB97M-V/def2-TZVPD) results for an isolated ion of composition C2H4O3P and charge -1.

CARTESIAN COORDINATES (ANGSTROEM)
C1 1.30807 -0.36506 0.40048
C2 -0.15698 -0.80258 -0.04698
O1 -0.23822 -1.91817 -0.57667
P1 -1.52200 0.43369 0.41842
O2 -2.83520 0.39044 -0.27464
O3 -0.62681 1.57931 -0.49086
H1 1.31265 0.74172 0.62646
H2 2.16259 -0.80206 -0.12751
H3 1.40956 -0.77292 1.47556
H4 -0.81365 1.51563 -1.40427

- SMILES string = CC(=O)P([O-])O
- charge = -1
- 2S+1 = 1
- lowest unoccupied orbital energy (Eh) = 0.154
- HOMO (eV) = -2.820



Run ii
DFT (wB97M-V/def2-TZVPD) results for a 2-piece molecular cluster, C2H4O3P overall.

CARTESIAN COORDINATES (ANGSTROEM)
C1 -0.09602 -0.31815 -0.85350
C2 -0.92891 0.94477 -1.36021
O1 -0.52979 -1.42785 -1.28235
O2 1.80569 1.91056 -1.20529
O3 2.06282 1.60308 1.26899
P1 2.25474 0.81683 0.03538
H1 -0.52905 1.93596 -1.30760
H2 -1.90919 0.90921 -0.98279
H3 -1.09057 0.61470 -2.42840
H4 1.41603 1.33647 -1.94985

- charge = -1
- 2S+1 = 1
- lowest unoccupied orbital energy (alpha / beta) (Eh) = 0.153 / 0.153
- HOMO (alpha / beta) (eV) = -2.445 / -2.444



It comes down to run i, which is 0.0397 hartree more stable than the next structure.



Run i
DFT (wB97M-V/def2-TZVPD) results for C47H56CaN8O3S2 as an isolated structure.

CARTESIAN COORDINATES (ANGSTROEM)
Ca1 0.44464 0.53347 0.09622
N1 -0.67680 -0.06841 -1.94069
C1 -2.14488 -0.12057 -1.76767
C2 -2.62990 1.06928 -0.96020
N2 -1.97440 1.19564 0.35820
C3 -2.51482 0.21643 1.31904
C4 -1.67855 0.09167 2.58432
N3 -0.27345 -0.25555 2.27492
C5 -2.12549 2.58073 0.85199
C6 -0.96224 3.45416 0.42169
N4 0.29409 2.90935 0.97632
H1 -0.43617 0.72384 -2.54092
H2 -0.36185 -0.90817 -2.41842
H3 -2.40535 -1.06286 -1.28483
H4 -2.67585 -0.12387 -2.72444
H5 -3.71990 1.01676 -0.84432
H6 -2.41167 1.98480 -1.51677
H7 -2.56064 -0.75626 0.82730
H8 -3.54512 0.47098 1.60203
H9 -2.14732 -0.65514 3.22864
H10 -1.67222 1.02874 3.14141
H11 -0.20622 -1.25735 2.10009
H12 0.30134 -0.09986 3.09728
H13 -2.17743 2.56908 1.94096
H14 -3.07230 3.00943 0.50580
H15 -1.14465 4.48673 0.73099
H16 -0.87233 3.45088 -0.66684
H17 0.28829 3.02114 1.98626
H18 1.08753 3.44782 0.63647
C7 6.45092 -6.06506 0.36718
C8 5.13702 -5.34271 0.28876
C9 5.06209 -4.05913 -0.26008
C10 3.86226 -3.37667 -0.32454
C11 2.71903 -3.98499 0.18127
C12 2.76480 -5.25290 0.74223
C13 3.97569 -5.92738 0.78367
S1 1.13835 -3.20767 0.10930
O1 1.38386 -1.70891 0.22220
C14 0.69793 -3.43648 -1.59952
C15 1.28087 -2.58212 -2.56432
C16 0.88780 -2.68323 -3.86355
C17 -0.11784 -3.60972 -4.24852
C18 -0.55492 -3.69989 -5.59118
C19 -1.52756 -4.58925 -5.94470
C20 -2.11190 -5.42753 -4.97100
C21 -1.70523 -5.36881 -3.66944
C22 -0.69242 -4.45985 -3.27452
C23 -0.23928 -4.37953 -1.91981
C24 -0.74877 -5.37836 -0.92873
C25 -0.27420 -6.72191 -1.03362
C26 0.74022 -7.09406 -1.95343
C27 1.18395 -8.38303 -2.01153
C28 0.63615 -9.37003 -1.16237
C29 -0.34226 -9.04086 -0.27074
C30 -0.81909 -7.71001 -0.18215
C31 -1.83440 -7.35556 0.74292
C32 -2.25224 -6.06667 0.85941
C33 -1.68088 -5.06896 0.03377
S2 -2.11431 -3.34456 0.22603
O2 -3.37530 -3.03458 -0.49873
C34 -2.50374 -3.37290 1.96808
C35 -3.80233 -3.09278 2.35380
C36 -4.11180 -3.06052 3.71009
C37 -3.14297 -3.29532 4.67944
C38 -3.48262 -3.25408 6.14267
C39 -1.83752 -3.57129 4.26012
C40 -1.51247 -3.61153 2.91550
H19 7.15048 -5.69915 -0.38237
H20 6.32029 -7.13678 0.22416
H21 6.90805 -5.91839 1.34764
H22 5.96131 -3.59717 -0.64868
H23 3.81567 -2.38240 -0.75013
H24 1.86389 -5.71399 1.13090
H25 4.01792 -6.92181 1.21018
H26 2.02496 -1.85852 -2.25580
H27 1.33658 -2.05279 -4.62213
H28 -0.10050 -3.05503 -6.33317
H29 -1.85517 -4.65577 -6.97333
H30 -2.88774 -6.12271 -5.26157
H31 -2.16236 -6.01313 -2.93083
H32 1.16686 -6.34944 -2.61288
H33 1.95800 -8.65511 -2.71664
H34 0.99213 -10.38944 -1.22585
H35 -0.77122 -9.79145 0.38102
H36 -2.26468 -8.12780 1.36809
H37 -3.00885 -5.79642 1.58312
H38 -4.55647 -2.92696 1.59452
H39 -5.13226 -2.86415 4.01619
H40 -4.55516 -3.34724 6.30242
H41 -3.16182 -2.31129 6.59068
H42 -2.98593 -4.05789 6.68510
H43 -1.07524 -3.78333 5.00082
H44 -0.50552 -3.86473 2.60269
C41 -2.32421 3.70146 -5.32599
N5 -1.49176 2.89637 -4.44735
C42 -0.59939 3.38502 -3.56138
N6 -0.53674 4.73288 -3.43046
O3 0.10633 2.63489 -2.85991
H45 -3.01734 3.04547 -5.84441
H46 -1.73455 4.23246 -6.07615
H47 -2.91555 4.41385 -4.75057
H48 -1.42917 1.90594 -4.60762
H49 -0.94976 5.35501 -4.10253
H50 0.18441 5.10126 -2.83635
N7 2.58772 3.13992 -1.27763
C43 3.39243 2.24933 -0.59569
C44 4.75449 2.53041 -0.41470
C45 5.52060 1.66765 0.32694
C46 4.92862 0.53110 0.88067
C47 3.59157 0.32743 0.65282
N8 2.81218 1.16445 -0.06966
H51 3.09558 3.84132 -1.79471
H52 1.79705 2.78366 -1.80789
H53 5.18178 3.41846 -0.86037
H54 6.57301 1.86999 0.47570
H55 5.49365 -0.17383 1.47233
H56 3.09734 -0.54693 1.05577

- charge = +2
- 2S+1 = 1
- lowest unoccupied orbital energy (Eh) = -0.148
- HOMO (eV) = -12.319



Run ii
DFT (wB97M-V/def2-TZVPD) results for C47H56CaN8O3S2 as an isolated structure.

CARTESIAN COORDINATES (ANGSTROEM)
Ca1 1.19952 -1.93729 0.31979
N1 2.61057 -0.61221 1.73333
C1 2.57776 -1.13133 3.13317
C2 2.32307 -2.63558 3.21139
N2 1.18840 -3.12182 2.38445
C3 -0.11105 -2.67926 2.95460
C4 -1.28290 -2.82829 1.98649
N3 -1.09121 -2.01197 0.75431
C5 1.27218 -4.59363 2.28030
C6 2.14834 -5.08125 1.09376
N4 2.78870 -3.96833 0.34990
H1 3.56082 -0.62689 1.37163
H2 2.36680 0.37695 1.76293
H3 1.81178 -0.57257 3.66742
H4 3.51280 -0.92590 3.65419
H5 2.15279 -2.88494 4.26611
H6 3.21694 -3.18144 2.90363
H7 -0.01960 -1.62316 3.21766
H8 -0.34086 -3.21718 3.88178
H9 -2.19293 -2.54586 2.51375
H10 -1.40075 -3.87041 1.68682
H11 -1.42734 -1.05657 0.90027
H12 -1.67476 -2.38472 0.01215
H13 0.26669 -4.99271 2.16230
H14 1.64876 -5.00119 3.22250
H15 1.52071 -5.60754 0.37846
H16 2.87900 -5.80610 1.45002
H17 3.07902 -4.30387 -0.56275
H18 3.64842 -3.69890 0.81824
C7 -6.12773 -1.54130 3.63987
C8 -4.82237 -0.85662 3.33251
C9 -3.83747 -0.72974 4.30773
C10 -2.62404 -0.10705 4.03274
C11 -2.40295 0.39332 2.76168
C12 -3.36577 0.28118 1.76364
C13 -4.56871 -0.33781 2.05924
S1 -0.81096 1.10573 2.41741
O1 -0.05322 1.19122 3.70346
C14 -1.31795 2.72181 1.85385
C15 -2.53715 3.31552 2.25853
C16 -2.90750 4.51622 1.73631
C17 -2.09447 5.17460 0.77835
C18 -2.48380 6.41318 0.20407
C19 -1.68407 7.03976 -0.70340
C20 -0.44797 6.46070 -1.08156
C21 -0.04548 5.27428 -0.54507
C22 -0.86387 4.59098 0.39762
C23 -0.47990 3.34213 0.97279
C24 0.90114 2.84234 0.67988
C25 1.99132 3.51268 1.33844
C26 1.76478 4.48612 2.34737
C27 2.81366 5.10920 2.95655
C28 4.14455 4.80769 2.59035
C29 4.39408 3.88005 1.62322
C30 3.32550 3.20926 0.98006
C31 3.56700 2.23175 -0.02224
C32 2.53238 1.56403 -0.59452
C33 1.19354 1.87300 -0.22966
S2 -0.01478 0.77201 -0.96958
O2 -1.33791 0.84020 -0.27412
C34 -0.21893 1.50661 -2.56765
C35 -1.15806 2.51961 -2.69691
C36 -1.31924 3.11806 -3.93434
C37 -0.56554 2.71874 -5.03891
C38 -0.77284 3.36921 -6.37980
C39 0.36228 1.68987 -4.87890
C40 0.53692 1.07322 -3.64807
H19 -6.42911 -1.37454 4.67325
H20 -6.03751 -2.61993 3.49564
H21 -6.92714 -1.18781 2.98989
H22 -4.02815 -1.10323 5.30739
H23 -1.86163 0.01441 4.79284
H24 -3.19636 0.71904 0.78325
H25 -5.33887 -0.39887 1.29806
H26 -3.17465 2.81409 2.97391
H27 -3.83590 4.98084 2.04641
H28 -3.42589 6.85470 0.50619
H29 -1.98567 7.98747 -1.13041
H30 0.18334 6.97003 -1.79843
H31 0.90490 4.84603 -0.83774
H32 0.75376 4.72892 2.64216
H33 2.62508 5.84108 3.73073
H34 4.96423 5.31973 3.07692
H35 5.41080 3.64881 1.32858
H36 4.59025 2.02134 -0.31238
H37 2.70990 0.78446 -1.32554
H38 -1.75167 2.82617 -1.84424
H39 -2.04364 3.91678 -4.04487
H40 -1.11709 4.39684 -6.27174
H41 -1.52901 2.82929 -6.95346
H42 0.14554 3.37333 -6.96563
H43 0.95371 1.37034 -5.72906
H44 1.26271 0.27457 -3.53367
C41 2.63396 -3.96921 -4.26516
N5 2.27984 -3.36872 -2.98696
C42 2.74647 -2.19208 -2.55018
N6 3.73766 -1.59428 -3.23240
O3 2.27254 -1.66038 -1.51085
H45 2.02758 -4.85989 -4.40119
H46 3.68026 -4.27540 -4.28499
H47 2.43216 -3.29137 -5.09672
H48 1.43151 -3.67371 -2.52377
H49 4.15105 -1.99864 -4.05370
H50 4.12312 -0.73997 -2.87146
N7 -0.64551 -2.12904 -3.17883
C43 -1.04492 -3.38035 -2.76812
C44 -1.95538 -4.12583 -3.53425
C45 -2.29512 -5.38595 -3.11379
C46 -1.73561 -5.89759 -1.93919
C47 -0.85756 -5.09760 -1.25652
N8 -0.49626 -3.85479 -1.64342
H51 -1.21596 -1.64308 -3.85059
H52 -0.21081 -1.53464 -2.48970
H53 -2.37750 -3.70123 -4.43604
H54 -2.99682 -5.97694 -3.68859
H55 -1.98503 -6.88209 -1.57110
H56 -0.41779 -5.44885 -0.33005

- charge = +2
- 2S+1 = 1
- lowest unoccupied orbital energy (Eh) = -0.154
- HOMO (eV) = -12.191



It comes down to run i, which is 0.0480 hartree more stable than the next structure.



Run i
DFT (wB97M-V/def2-TZVPD) results for C31H37FeN9O4Te as an isolated structure.

CARTESIAN COORDINATES (ANGSTROEM)
Fe1 0.01440 -0.17098 0.16505
C1 -6.28612 -2.67114 -3.31475
O1 -5.15723 -3.32773 -2.79942
C2 -5.18789 -3.62736 -1.44533
C3 -4.00138 -4.08499 -0.88373
C4 -3.91951 -4.38897 0.46282
C5 -5.03474 -4.25024 1.31900
C6 -6.22806 -3.83295 0.71134
C7 -6.31406 -3.51700 -0.63997
N1 -5.08288 -4.50738 2.68142
N2 -3.93556 -4.56089 3.36903
C8 -2.89738 -3.74302 2.97064
C9 -1.58911 -4.15061 3.20858
C10 -0.48073 -3.49400 2.64870
C11 -0.61299 -2.37955 1.84847
O2 0.38924 -1.81380 1.17015
C12 -1.91000 -1.81180 1.76494
N3 -2.01194 -0.61311 1.10337
C13 -3.17637 -0.00192 1.09651
C14 -4.32904 -0.51457 1.69613
C15 -4.25808 -1.74785 2.29649
C16 -3.04327 -2.44979 2.33864
H1 -6.05176 -2.40402 -4.34402
H2 -6.51651 -1.76157 -2.74883
H3 -7.17246 -3.31543 -3.31006
H4 -3.13297 -4.19210 -1.52448
H5 -2.97625 -4.73672 0.86430
H6 -7.10412 -3.74169 1.34357
H7 -7.26153 -3.18491 -1.04293
H8 -1.45211 -5.06964 3.76636
H9 0.51514 -3.90287 2.78611
H10 -3.20941 0.97339 0.61929
H11 -5.25121 0.04922 1.66431
H12 -5.13217 -2.19439 2.75029
O3 0.23719 1.90874 -0.65734
N4 -0.20704 2.81694 0.13100
N5 -0.03412 2.52446 1.35759
O4 0.49972 1.40414 1.75935
C17 -0.53874 3.44415 2.36231
C18 -0.71418 2.94778 3.63834
C19 -1.20535 3.79848 4.62226
C20 -1.50569 5.11783 4.32165
C21 -1.31497 5.59505 3.02972
C22 -0.82723 4.75848 2.03737
H13 -0.47782 1.91327 3.83891
H14 -1.35790 3.41732 5.62339
H15 -1.88893 5.77615 5.09062
H16 -1.54122 6.62591 2.79013
H17 -0.67117 5.11429 1.02975
C23 2.08697 -0.38072 -0.66409
H18 2.66359 -1.28787 -0.48207
H19 2.16147 -0.04471 -1.69978
C24 -2.32910 0.18313 -2.08128
N6 -0.98995 -0.43716 -2.05736
C25 -1.15691 -1.86925 -2.37488
N7 -1.79720 -2.06753 -3.67540
C26 -3.10600 -1.40916 -3.64820
N8 -2.99312 0.03133 -3.37574
C27 -2.14478 0.63271 -4.40186
N9 -0.81510 0.02308 -4.44998
C28 -0.19027 0.18112 -3.13574
C29 -0.98348 -1.41305 -4.69816
H20 -2.22181 1.24441 -1.84378
H21 -2.94023 -0.30098 -1.32852
H22 -1.76607 -2.33124 -1.59477
H23 -0.17238 -2.34091 -2.37528
H24 -3.72039 -1.87471 -2.87504
H25 -3.59184 -1.54857 -4.61661
H26 -2.03419 1.69873 -4.19072
H27 -2.62556 0.51322 -5.37583
H28 -0.05080 1.23537 -2.90622
H29 0.78283 -0.31078 -3.15891
H30 0.00225 -1.88319 -4.72012
H31 -1.46104 -1.55100 -5.67107
C30 5.02929 0.73767 -0.01999
Te1 2.97873 1.07037 0.48895
C31 3.16529 -0.11454 2.21241
H32 5.21409 -0.33133 0.07087
H33 5.71540 1.29775 0.61511
H34 5.15860 1.04347 -1.05691
H35 4.05499 0.19715 2.75535
H36 3.23334 -1.14544 1.87298
H37 2.26821 0.00957 2.81123

- charge = -1
- 2S+1 = 6
- lowest unoccupied orbital energy (alpha / beta) (Eh) = 0.064 / 0.064
- HOMO (alpha / beta) (eV) = -1.961 / -3.048
- <S²> = 8.794



Run ii
DFT (wB97M-V/def2-TZVPD) results for C31H37FeN9O4Te as an isolated structure.

CARTESIAN COORDINATES (ANGSTROEM)
Fe1 0.52647 -0.96452 -0.43841
C1 -3.67369 6.55702 0.00656
O1 -2.54146 7.35347 0.26305
C2 -1.59233 6.82851 1.10770
C3 -0.46519 7.61435 1.32887
C4 0.53990 7.15603 2.15675
C5 0.47238 5.89781 2.76227
C6 -0.66928 5.13407 2.54532
C7 -1.69868 5.59338 1.73348
N1 1.51251 5.57193 3.66504
N2 1.86600 4.37341 3.90108
C8 1.56294 3.26324 3.14684
C9 1.51552 2.06407 3.88440
C10 1.13921 0.87604 3.32576
C11 0.80002 0.75722 1.94844
O2 0.50083 -0.43067 1.48636
C12 0.87068 1.93881 1.17829
N3 0.49954 1.95620 -0.18169
C13 0.97476 2.90607 -1.00641
C14 1.68840 3.97987 -0.55056
C15 1.83690 4.14585 0.83456
C16 1.39530 3.16524 1.71910
H1 -4.29921 7.12503 -0.67872
H2 -4.23800 6.35161 0.92191
H3 -3.39750 5.60611 -0.45948
H4 -0.39769 8.58186 0.84804
H5 1.41261 7.76699 2.35287
H6 -0.75862 4.15562 2.99912
H7 -2.56285 4.96127 1.58605
H8 1.75589 2.13256 4.93875
H9 1.10862 -0.03398 3.91162
H10 0.71369 2.78376 -2.04969
H11 2.06673 4.70746 -1.25342
H12 2.32100 5.02912 1.21914
O3 2.68781 -0.69771 -0.76565
N4 3.41916 -1.68558 -0.50680
N5 2.76927 -2.78154 -0.31965
O4 1.45656 -2.84726 -0.40053
C17 3.49829 -3.96361 -0.02073
C18 4.88878 -3.94696 0.05834
C19 5.55669 -5.12264 0.35166
C20 4.85763 -6.30521 0.56555
C21 3.47451 -6.30426 0.48440
C22 2.78547 -5.13539 0.19174
H13 5.42632 -3.02579 -0.10318
H14 6.63720 -5.11193 0.41661
H15 5.39085 -7.21834 0.79617
H16 2.91792 -7.21754 0.65254
H17 1.70853 -5.10978 0.13020
C23 -0.45046 0.94992 -0.69505
H18 -1.27509 0.95184 0.02939
H19 -0.86164 1.35951 -1.62504
C24 -2.57539 -1.48988 -0.89510
N6 -1.37701 -2.23948 -0.48724
C25 -1.55274 -2.66659 0.92131
N7 -2.75127 -3.49105 1.08454
C26 -3.90684 -2.70943 0.64184
N8 -3.79295 -2.29045 -0.76000
C27 -3.64794 -3.49281 -1.58025
N9 -2.48326 -4.29277 -1.19723
C28 -1.29334 -3.45235 -1.32530
C29 -2.62993 -4.65858 0.21457
H20 -2.44967 -1.17938 -1.93583
H21 -2.65768 -0.59867 -0.27570
H22 -1.61233 -1.77427 1.54433
H23 -0.66538 -3.22496 1.22083
H24 -3.99537 -1.82144 1.27037
H25 -4.81046 -3.31390 0.75478
H26 -3.54452 -3.19712 -2.62728
H27 -4.54795 -4.10410 -1.47565
H28 -1.18609 -3.13500 -2.36593
H29 -0.40425 -4.01070 -1.03801
H30 -1.75603 -5.23789 0.52030
H31 -3.52183 -5.28073 0.32605
C30 1.15457 -2.76681 -4.44061
Te1 0.87624 -0.87396 -3.49103
C31 -0.81976 -0.35000 -4.67266
H32 1.55518 -2.65598 -5.44498
H33 0.20231 -3.29330 -4.47024
H34 1.85217 -3.33338 -3.82675
H35 -1.54819 -1.15884 -4.65349
H36 -0.51795 -0.13906 -5.69500
H37 -1.26550 0.54037 -4.23358

- charge = -1
- 2S+1 = 6
- lowest unoccupied orbital energy (alpha / beta) (Eh) = 0.071 / 0.071
- HOMO (alpha / beta) (eV) = -2.054 / -3.487
- <S²> = 8.805



It comes down to run ii, which is 0.0158 hartree more stable than the next structure.